The following is a DFT calculation (ωB97M-V/def2-TZVPD) of 2 unconnected molecules or ions with the total composition C16H30FN4O3 in a non-equilibrium geometry.

Structure (ORCA input):
```
! wB97M-V def2-TZVPD RIJCOSX def2/J DEFGRID3
* xyz 1 1
N 1.17 2.69 1.86
C 1.26 1.36 2.11
N 2.03 0.98 3.28
C 3.49 1.30 3.17
C 4.11 1.16 1.70
O 4.27 2.50 1.16
C 4.20 2.53 -0.26
O 3.81 3.60 -0.79
C 1.77 -0.42 3.75
C 0.62 -1.20 2.96
C 0.95 -0.95 1.39
C 0.23 -2.00 0.42
C 1.08 -3.39 0.47
C 1.88 -3.67 -0.92
F 1.17 -4.74 -1.60
N 0.63 0.49 1.13
C -0.85 0.74 1.02
C -1.27 1.05 -0.52
O -2.00 -0.07 -1.08
H 0.82 3.04 0.96
H 1.52 3.37 2.55
H 4.12 0.68 3.88
H 3.61 2.41 3.47
H 5.19 0.74 1.84
H 3.58 0.42 1.01
H 4.51 1.69 -0.97
H 1.40 -0.33 4.85
H 2.73 -1.05 3.82
H -0.44 -0.83 3.24
H 0.72 -2.31 3.17
H 2.09 -1.14 1.30
H -0.84 -2.23 0.78
H 0.22 -1.67 -0.69
H 1.90 -3.35 1.29
H 0.42 -4.30 0.66
H 2.95 -4.07 -0.71
H 1.99 -2.73 -1.57
H -1.49 -0.12 1.45
H -1.19 1.68 1.61
H -0.32 1.32 -1.13
H -1.92 2.01 -0.53
H -1.46 -0.35 -1.86
C -5.60 -0.51 -4.76
C -5.38 0.16 -3.41
C -4.56 1.45 -3.50
C -3.19 1.20 -3.97
N -2.12 1.00 -4.35
H -4.65 -0.81 -5.21
H -6.21 -1.40 -4.65
H -6.10 0.17 -5.45
H -4.90 -0.55 -2.73
H -6.36 0.40 -2.97
H -4.51 1.91 -2.51
H -5.06 2.16 -4.16
*
```

Output
Electronic energy, eV: -31888.929
Orbital gap, eV: 9.6
HOMO energy, eV: -13.21